The following is a quantum chemistry calculation of a 15-piece molecular cluster, C34H69BF4N10O4 overall at a distorted geometry, from OMol25.

For the HOMO energy, the calculation gives -9.600 eV. The calculation puts the total energy at -2609.319343 Ha.

ORCA input file:
```
! RIJCOSX wB97M-V def2-TZVPD def2/J DEFGRID3
* xyz 0 1
C 85.94 56.60 63.72
C 85.97 57.79 64.63
C 86.03 57.56 66.22
N 86.03 58.82 67.06
C 84.81 59.75 66.81
C 87.23 59.65 66.93
C 87.40 60.38 68.11
C 86.60 59.71 69.20
C 86.08 58.48 68.41
H 85.10 55.97 63.96
H 86.88 55.93 63.89
H 85.85 56.97 62.70
H 84.98 58.19 64.78
H 86.52 58.59 64.38
H 87.08 57.17 66.63
H 85.24 57.09 66.35
H 84.81 59.96 65.67
H 84.70 60.60 67.42
H 83.97 59.08 67.00
H 87.10 60.31 66.09
H 88.09 59.08 66.78
H 86.99 61.48 68.09
H 88.32 60.70 68.52
H 85.81 60.09 69.71
H 87.26 59.04 69.92
H 85.15 57.97 68.75
H 86.72 57.54 68.61
B 86.41 62.47 63.44
F 87.70 62.82 63.13
F 86.09 62.56 64.76
F 85.51 63.39 62.77
F 86.15 61.11 63.00
C 81.14 56.29 69.97
C 82.07 56.47 68.86
N 82.93 56.66 68.07
H 81.50 56.74 70.78
H 80.21 56.83 69.76
H 80.93 55.27 70.20
C 83.02 61.75 71.74
C 83.51 60.39 71.50
N 83.94 59.33 71.16
H 82.00 61.73 72.17
H 83.59 62.10 72.76
H 83.17 62.37 70.92
C 87.89 54.58 60.72
C 87.14 53.64 61.67
N 86.62 52.93 62.26
H 87.62 54.50 59.69
H 87.59 55.55 60.94
H 88.72 54.79 60.80
C 88.25 54.43 67.50
C 88.71 54.63 66.03
N 89.00 54.84 65.03
H 89.01 54.94 68.08
H 87.10 54.54 67.54
H 88.48 53.41 67.78
C 84.62 65.03 67.67
C 84.75 63.67 68.50
N 84.81 62.68 69.08
H 83.50 65.07 67.21
H 84.67 65.88 68.30
H 85.06 64.81 66.86
C 82.18 57.27 62.99
C 82.04 57.83 64.38
N 81.89 58.37 65.39
H 83.06 56.69 63.14
H 81.41 56.43 62.91
H 82.18 58.09 62.36
C 81.34 60.14 68.59
C 80.76 59.82 69.90
N 80.26 59.52 70.91
H 80.53 60.30 67.92
H 81.92 61.04 68.81
H 81.83 59.11 68.37
C 85.02 56.54 72.17
C 86.08 56.05 71.17
N 86.75 55.48 70.38
H 84.96 55.77 73.08
H 85.52 57.49 72.41
H 84.02 56.79 71.82
C 91.01 58.02 65.66
C 90.34 57.75 66.89
N 89.91 57.56 67.99
H 91.15 57.23 64.89
H 90.78 59.04 65.14
H 92.01 58.20 65.71
C 90.67 62.91 69.68
C 91.89 62.00 69.80
O 91.55 60.73 70.42
H 90.84 63.84 69.10
H 90.30 63.49 70.59
H 89.78 62.59 69.31
H 92.79 62.13 70.42
H 92.42 61.85 68.87
H 91.29 60.80 71.38
C 82.44 62.11 66.20
C 82.86 63.01 65.03
O 81.61 63.36 64.28
H 81.63 62.43 66.78
H 83.41 62.00 66.85
H 82.25 61.09 65.98
H 83.44 62.46 64.28
H 83.32 63.87 65.37
H 81.73 63.90 63.58
C 90.24 61.92 66.01
C 89.73 63.37 65.99
O 88.34 63.42 66.41
H 89.73 61.16 65.17
H 90.03 61.38 66.89
H 91.39 61.76 65.69
H 89.94 63.47 64.84
H 90.42 63.95 66.56
H 87.88 63.28 65.67
C 89.48 57.84 61.40
C 88.47 58.98 61.43
O 88.69 59.61 62.68
H 89.21 57.05 60.74
H 89.70 57.36 62.56
H 90.24 58.40 60.97
H 87.52 58.40 61.33
H 88.36 59.60 60.40
H 87.93 60.23 62.73
*
```

Atomic partial charges in e from the Löwdin method, atoms 1 to 99:
1 C -0.0834
2 C -0.1749
3 C -0.0294
4 N -0.2433
5 C 0.0593
6 C -0.1671
7 C -0.1853
8 C -0.1156
9 C -0.2168
10 H 0.0576
11 H 0.0875
12 H 0.0706
13 H 0.0720
14 H 0.0527
15 H 0.1662
16 H 0.0189
17 H 0.1422
18 H 0.0503
19 H 0.0636
20 H 0.1415
21 H 0.0973
22 H 0.1365
23 H 0.0964
24 H 0.0204
25 H 0.1549
26 H 0.1167
27 H 0.1252
28 B -1.2500
29 F 0.1517
30 F 0.1394
31 F 0.0398
32 F 0.0475
33 C -0.0499
34 C -0.2229
35 N 0.1492
36 H 0.0143
37 H 0.0906
38 H 0.0808
39 C -0.0793
40 C -0.2418
41 N 0.1621
42 H 0.0838
43 H 0.1462
44 H 0.0056
45 C 0.0126
46 C -0.2395
47 N 0.1369
48 H 0.0920
49 H 0.0429
50 H -0.0721
51 C -0.0617
52 C -0.2945
53 N 0.1353
54 H 0.0456
55 H 0.0974
56 H 0.0543
57 C 0.0234
58 C -0.1635
59 N 0.1425
60 H 0.1332
61 H 0.0594
62 H -0.0249
63 C -0.0205
64 C -0.2392
65 N 0.1407
66 H 0.0366
67 H 0.1207
68 H 0.0595
69 C -0.0619
70 C -0.3134
71 N 0.1358
72 H 0.0757
73 H 0.0718
74 H 0.0857
75 C -0.0832
76 C -0.2320
77 N 0.1239
78 H 0.1234
79 H 0.0516
80 H 0.0234
81 C -0.0792
82 C -0.2424
83 N 0.1599
84 H 0.0909
85 H 0.1094
86 H 0.0381
87 C -0.0812
88 C -0.2787
89 O -0.1396
90 H 0.0735
91 H 0.0944
92 H 0.0145
93 H 0.1106
94 H 0.1003
95 H 0.1077
96 C -0.0832
97 C -0.1976
98 O -0.0649
99 H 0.0532